No. 1
79
Properties=species:S:1:pos:R:3 method="wB97M-V/def2-TZVPD" total_charge=-2 s2=3.781 lumo_energy_ev="4.231 / 4.225" multiplicity=4 gap_ev="3.2 / 3.7" e_homo_ev="0.991 / 0.546" e_above_lowest_kj_mol=47.5 total_energy_ev=-51009.779
Tc 1.2192 -0.0850 -1.9107
Cl 3.5122 0.7406 -0.8318
C -0.9180 -0.4691 -1.8616
C -1.7561 -0.6540 -3.0008
C -3.1149 -1.0387 -2.8447
C -3.6860 -1.3825 -1.5922
C -2.9141 -1.0982 -0.4584
C -1.5470 -0.7192 -0.6098
H -1.3400 -0.4911 -4.0146
H -3.7525 -1.0060 -3.7075
H -3.3282 -1.1784 0.5767
H -1.0040 -0.5964 0.3231
C -5.0756 -1.9841 -1.4733
H -5.4031 -2.0397 -0.4217
H -5.1732 -3.0157 -1.8543
H -5.8183 -1.4008 -2.0304
C 2.0068 0.0126 -6.4196
N 1.7024 -0.5291 -5.1733
H 1.1376 1.7644 -7.4008
N 0.4556 1.1718 -5.3843
H 2.7532 -0.4675 -7.0326
C 2.4935 -1.5450 -4.5277
C 3.0790 -2.4679 -5.5766
C 3.7416 -0.9062 -3.8996
H 3.8159 -1.9067 -6.1795
H 3.5707 -3.2849 -5.0330
H 2.3062 -2.9389 -6.1876
H 2.0897 -2.9131 -2.8954
H 0.8238 -2.7984 -4.1076
H 3.6158 -0.1171 -3.1233
C 1.5603 -2.2169 -3.5421
H 4.2516 -0.4401 -4.7534
H 4.4212 -1.6455 -3.4388
H 1.0026 -1.4978 -2.8601
C 1.2047 1.0907 -6.5516
C 0.4734 3.5116 -4.6289
H 1.3519 3.5956 -5.2863
H -0.0883 4.4606 -4.6628
C -0.3683 2.3337 -5.1400
H -2.1026 2.7163 -3.9395
C -0.8910 2.8120 -6.4782
H -1.4201 1.9950 -6.9774
H 0.8632 3.4082 -3.6057
H -1.0785 1.5370 -3.2410
H -0.0436 3.2216 -7.0631
H -1.6251 3.5849 -6.2387
C -1.4540 1.8907 -4.2124
H -2.0878 1.1600 -4.7271
C 0.8730 0.2628 -4.4325
C 1.6084 -3.9245 2.8030
C 1.4903 -2.9541 1.6215
C 0.5203 -3.5669 0.6266
C 1.1596 -1.5163 2.1021
C 0.8269 -1.1199 3.4128
C 0.2299 0.1486 3.7322
C -0.0638 0.9932 2.6569
C 0.2964 0.6872 1.3414
C -0.0755 1.6208 0.1975
C -1.5480 2.0333 0.1394
C 0.6277 2.9707 0.3327
C 0.9661 -0.5696 1.0469
N 1.1350 -0.9853 -0.2389
H 0.6434 -4.1283 3.2813
H 2.3007 -3.5244 3.5419
H 2.0286 -4.8834 2.4750
H 2.4949 -3.0039 1.1427
H -0.5240 -3.3955 0.9170
H 0.6799 -3.1160 -0.3441
H 0.7971 -4.6130 0.4646
H 0.8925 -1.8570 4.2224
H -0.0767 0.3756 4.7725
H -0.5115 1.9627 2.8793
H 0.2817 1.1197 -0.8829
H -1.8937 2.2385 1.1417
H -1.6412 2.9718 -0.4079
H -2.2613 1.3260 -0.2664
H 1.7078 2.7959 0.4062
H 0.3027 3.5608 -0.5425
H 0.2817 3.5554 1.2076


No. 2
86
Properties=species:S:1:pos:R:3 method="wB97M-V/def2-TZVPD" lumo_energy_ev=-2.499 gap_ev=1.8 e_homo_ev=-4.252 total_energy_ev=-60761.769
C 5.4030 1.7599 -0.1238
C 4.2450 2.0834 -0.1993
C 2.7668 2.2755 -0.4491
C 1.9777 0.8804 -0.3609
C 2.2721 0.4216 1.1039
C 1.2610 -0.6124 1.7266
N 0.9841 -0.4278 3.1485
C 0.5329 1.3440 -0.7260
C -0.1707 2.6394 -0.3608
C -1.5160 2.4938 0.4021
C -1.3710 1.8574 1.8232
O -1.9800 3.8398 0.5942
C -3.3243 3.8756 1.0829
C -3.2861 4.4749 2.5156
C -2.1509 5.1653 3.0099
C -2.0745 5.6839 4.3099
C -3.1654 5.5333 5.1948
C -4.3102 4.8607 4.7271
C -4.3653 4.3366 3.4180
N -0.0178 0.4299 -1.4831
N -1.3167 0.5943 -2.0037
C -2.1045 -0.2870 -1.5904
O -2.8582 -1.1372 -1.3835
C 0.8074 -0.7626 -1.8059
O 0.6158 -1.8591 -0.9398
C 0.5457 -1.3946 -3.2443
O 0.5721 -2.8140 -3.1676
C -0.7052 -3.4136 -3.3942
C -0.7249 -4.7742 -2.5897
O -1.7140 -4.8077 -1.5742
C -1.2350 -4.4097 -0.3035
C -1.6618 -5.3513 0.8576
O -3.0110 -5.8011 0.7809
C -3.8338 -4.9621 1.6064
C -5.3083 -5.2223 1.1385
C 2.2200 -0.1392 -1.5356
C 3.0926 0.3007 -2.7389
C 3.9542 -0.9129 -3.2325
O 3.6914 -1.5736 -4.1745
I 5.7384 -1.2546 -2.0293
H 6.4593 1.6538 -0.3686
H 2.5798 2.7208 -1.4432
H 2.4271 2.9232 0.3817
H 2.2609 1.3093 1.7716
H 3.2825 -0.0244 1.1942
H 1.7349 -1.6152 1.6357
H 0.2974 -0.6942 1.1912
H 1.7631 -0.6858 3.7408
H 0.6152 0.4902 3.3672
H -0.4149 3.1410 -1.3290
H 0.4501 3.3526 0.2023
H -2.2920 1.9145 -0.1342
H -2.3536 1.6231 2.2793
H -0.8335 2.5779 2.4643
H -0.8525 0.8865 1.7031
H -3.8501 4.6405 0.4701
H -3.8444 2.9022 1.0528
H -1.2925 5.2711 2.3343
H -1.1664 6.2121 4.6239
H -3.0835 5.9718 6.1970
H -5.1467 4.7638 5.4341
H -5.2887 3.8134 3.1329
H 1.4597 -2.3043 -0.7926
H -0.4511 -1.1251 -3.6594
H 1.2879 -1.1047 -4.0085
H -0.8423 -3.6855 -4.4591
H -1.5524 -2.8266 -2.9847
H -0.9806 -5.5845 -3.3042
H 0.2996 -5.0066 -2.2284
H -0.1255 -4.3253 -0.2520
H -1.6087 -3.3887 -0.0431
H -0.9331 -6.1800 0.9888
H -1.5736 -4.7447 1.7916
H -3.7130 -5.2128 2.6846
H -3.5596 -3.8925 1.4955
H -5.9470 -5.5518 1.9754
H -5.6947 -4.3359 0.6052
H -5.2895 -6.0556 0.4068
H 2.8879 -0.8868 -1.0382
H 2.4384 0.5829 -3.5871
H 3.8089 1.1097 -2.5122
C 8.0596 1.7169 -3.7905
O 8.8300 2.6841 -3.3115
H 8.3304 0.6619 -3.5091
H 6.9647 1.7432 -3.4947
H 7.9776 1.6314 -4.9045


No. 3
83
Properties=species:S:1:pos:R:3 method="wB97M-V/def2-TZVPD" total_charge=+4 s2=8.781 lumo_energy_ev="-9.203 / -13.235" multiplicity=6 gap_ev="9.1 / 5.2" e_homo_ev="-18.254 / -18.413" e_above_lowest_kj_mol=100.1 total_energy_ev=-52903.776
Ir 1.1987 -0.7236 0.7919
C 2.1448 2.2535 1.0643
C 2.4174 1.7854 -0.3563
N 2.6115 0.3106 -0.4323
C 3.9714 -0.1783 -0.0437
C 4.2104 -0.1172 1.4586
N 3.0188 -0.5647 2.2392
C 2.6564 0.3072 3.3975
C 1.3899 1.1548 3.1596
N 1.1401 1.3793 1.7174
H 3.0497 2.2605 1.6647
H 1.7868 3.2843 1.0400
H 1.5549 2.0119 -0.9863
H 3.2825 2.3064 -0.7723
H 2.4932 0.0520 -1.4090
H 4.0386 -1.2093 -0.3931
H 4.7405 0.3979 -0.5627
H 5.0697 -0.7436 1.6991
H 4.4780 0.8889 1.7692
H 3.2042 -1.4945 2.5978
H 2.4835 -0.3262 4.2657
H 3.5095 0.9385 3.6445
H 0.5143 0.6478 3.5642
H 1.4884 2.1079 3.6842
H 0.2269 1.8162 1.6102
C 1.8452 -4.0377 -1.8519
N 0.5109 -4.2846 -2.3849
C 0.3643 -5.5480 -3.1341
C -1.0804 -5.9776 -3.2065
C -1.9141 -4.8213 -3.7095
N -1.6718 -3.6228 -2.9264
C -2.6775 -2.5935 -2.8906
C -0.4179 -3.3261 -2.2651
O -0.3051 -2.2511 -1.6937
H 2.1235 -4.8615 -1.1949
H 1.8493 -3.1011 -1.3036
H 2.5621 -3.9925 -2.6738
H 0.9684 -6.2926 -2.6188
H 0.7940 -5.4067 -4.1307
H -1.4428 -6.3083 -2.2317
H -1.1825 -6.8148 -3.8956
H -2.9859 -5.0172 -3.6991
H -1.6506 -4.5640 -4.7506
H -3.6362 -3.0074 -3.1857
H -2.3866 -1.8016 -3.5927
H -2.7023 -2.1515 -1.8962
C -2.3683 -4.2482 4.7469
C -1.5621 -3.4217 3.8020
C -2.0266 -2.2070 3.2934
C -1.2405 -1.4674 2.4391
N -0.0137 -1.8640 2.0502
C 0.4392 -3.0455 2.5246
C -0.2907 -3.8301 3.3840
H -3.2984 -3.7594 5.0245
H -1.7954 -4.4565 5.6519
H -2.6028 -5.2135 4.2935
H -3.0009 -1.8313 3.5759
H -1.5840 -0.5165 2.0514
H 1.4239 -3.3541 2.1960
H 0.1334 -4.7599 3.7406
Te -1.7078 2.9911 -1.3399
C -1.8063 4.4472 -2.7931
C -0.8462 5.4501 -2.9737
C -1.0538 6.3951 -3.9577
C -2.2015 6.3431 -4.7500
C -3.1433 5.3360 -4.5750
C -2.9448 4.3665 -3.6082
C -1.2486 3.9533 0.4462
C -1.8638 3.3926 1.5735
C -1.7085 4.0049 2.8089
C -0.9373 5.1567 2.9200
C -0.3168 5.7009 1.7991
C -0.4678 5.1052 0.5567
H 0.0594 5.4835 -2.3850
H -0.3235 7.1769 -4.1156
H -2.3535 7.0903 -5.5177
H -4.0321 5.3073 -5.1902
H -3.6808 3.5826 -3.4752
H -2.5013 2.5187 1.4842
H -2.2144 3.6038 3.6773
H -0.8336 5.6443 3.8805
H 0.2693 6.6058 1.8908
H -0.0001 5.5558 -0.3065